The molecule C17H33NO2, computed with the ωB97M-V functional and the def2-TZVPD basis.

Positions of all 53 atoms, in Å:
1 C -6.54 -0.60 0.65
2 O -5.49 -0.66 -0.30
3 C -4.62 -1.67 -0.16
4 O -4.70 -2.49 0.71
5 C -3.54 -1.61 -1.22
6 C -2.17 -1.40 -0.57
7 C -2.09 -0.13 0.29
8 C -2.35 1.15 -0.50
9 C -2.11 2.42 0.33
10 C -0.65 2.67 0.72
11 C 0.23 3.01 -0.48
12 C 1.71 3.19 -0.10
13 C 2.38 1.93 0.46
14 C 2.30 0.74 -0.50
15 N 3.25 -0.30 -0.13
16 C 2.81 -1.05 1.03
17 C 3.91 -2.01 1.49
18 C 4.26 -2.98 0.36
19 C 4.64 -2.17 -0.87
20 C 3.51 -1.21 -1.24
21 H -7.12 -1.52 0.64
22 H -6.14 -0.44 1.65
23 H -7.17 0.25 0.36
24 H -3.78 -0.81 -1.92
25 H -3.54 -2.56 -1.75
26 H -1.95 -2.26 0.06
27 H -1.42 -1.35 -1.36
28 H -1.09 -0.10 0.73
29 H -2.80 -0.21 1.11
30 H -1.72 1.17 -1.39
31 H -3.39 1.16 -0.83
32 H -2.71 2.35 1.24
33 H -2.47 3.28 -0.24
34 H -0.26 1.79 1.23
35 H -0.62 3.50 1.43
36 H 0.16 2.23 -1.24
37 H -0.12 3.94 -0.93
38 H 2.25 3.51 -0.99
39 H 1.79 3.99 0.64
40 H 3.43 2.15 0.64
41 H 1.92 1.68 1.42
42 H 1.27 0.35 -0.54
43 H 2.57 1.09 -1.50
44 H 2.59 -0.35 1.84
45 H 1.89 -1.63 0.81
46 H 4.79 -1.43 1.75
47 H 3.57 -2.56 2.37
48 H 5.09 -3.63 0.66
49 H 3.40 -3.61 0.13
50 H 5.54 -1.59 -0.67
51 H 4.84 -2.83 -1.72
52 H 3.80 -0.61 -2.11
53 H 2.61 -1.79 -1.51

## Properties
- E_HOMO: -8.52 eV
- Energy relative to the best compared isomer or geometry (same formula, charge and spin): 2.1 kcal/mol
- Structure (SMILES): COC(=O)CCCCCCCCCCN1CCCCC1
- Total charge: 0
- LUMO energy: 0.915 eV
- Kohn-Sham gap: 0.347 Eh

Atom-resolved charges from Mulliken, all expressed in e: -0.681 -0.285 0.546 -0.592 -0.661 -1.022 -0.257 -0.300 -1.237 -0.256 -0.408 -1.240 -0.654 -0.302 0.127 -0.368 -0.927 -0.692 -0.772 -0.540 0.293 0.298 0.233 0.322 0.414 0.451 0.385 0.177 0.369 0.249 0.347 0.394 0.385 0.106 0.357 0.163 0.422 0.397 0.381 0.385 0.319 -0.123 0.503 0.444 0.148 0.342 0.373 0.321 0.320 0.312 0.375 0.386 0.271

---

A cluster of 3 separate species, C17H34BClN3O8Si in total in a non-equilibrium geometry, computed with the ωB97M-V functional and the def2-TZVPD basis.

Positions of all 65 atoms, in Å:
1 C 1.48 -1.54 3.28
2 C 2.89 -1.38 2.63
3 Cl 3.80 0.03 3.36
4 C 2.87 -1.36 1.08
5 N 2.22 -0.12 0.51
6 C 1.36 -0.60 -0.52
7 N 0.11 -0.77 -0.24
8 N 1.77 -0.97 -1.82
9 C 2.74 -0.02 -2.43
10 C 1.97 1.03 -3.30
11 B 2.93 1.82 -4.32
12 O 3.61 3.03 -4.02
13 O 3.14 1.29 -5.63
14 C 3.77 0.61 -1.43
15 C 3.24 0.85 0.03
16 Si 2.68 2.69 0.32
17 C 1.01 3.10 -0.49
18 C 4.09 3.87 -0.26
19 C 2.48 3.03 2.20
20 H 0.73 -0.81 2.92
21 H 1.17 -2.60 3.13
22 H 1.63 -1.41 4.38
23 H 3.47 -2.28 2.92
24 H 3.87 -1.52 0.62
25 H 2.26 -2.24 0.76
26 H -0.31 -0.55 0.66
27 H -0.50 -1.22 -0.93
28 H 2.12 -1.93 -1.84
29 H 3.34 -0.62 -3.16
30 H 1.29 0.43 -3.95
31 H 1.30 1.70 -2.71
32 H 4.55 2.88 -4.13
33 H 3.18 2.08 -6.19
34 H 4.20 1.57 -1.79
35 H 4.64 -0.09 -1.37
36 H 4.12 0.73 0.70
37 H 0.40 2.22 -0.78
38 H 1.22 3.76 -1.37
39 H 0.43 3.72 0.24
40 H 5.03 3.28 -0.38
41 H 4.30 4.66 0.49
42 H 3.86 4.30 -1.26
43 H 1.90 2.18 2.64
44 H 3.50 3.09 2.63
45 H 1.95 4.00 2.32
46 C -4.00 -2.76 0.66
47 C -3.49 -4.14 0.98
48 O -2.68 -4.45 -0.15
49 C -2.29 -3.28 -0.71
50 O -1.48 -3.18 -1.57
51 O -2.95 -2.23 -0.16
52 H -4.15 -2.15 1.55
53 H -4.92 -2.78 0.09
54 H -2.86 -4.16 1.88
55 H -4.29 -4.86 1.10
56 C -7.64 0.11 1.93
57 C -8.46 -0.09 0.68
58 O -7.97 -1.34 0.19
59 C -7.44 -2.01 1.24
60 O -7.10 -3.15 1.20
61 O -7.35 -1.22 2.34
62 H -8.18 0.65 2.70
63 H -6.70 0.63 1.73
64 H -9.53 -0.19 0.90
65 H -8.32 0.70 -0.05

## Properties
- E_HOMO: -12.46 eV
- Total charge: +1
- LUMO energy: -3.475 eV
- Kohn-Sham gap: 0.330 Eh

Atom-resolved charges from Mulliken, all expressed in e: -1.231 0.186 -0.152 -0.835 0.917 -1.029 0.161 -0.235 0.176 -0.634 0.532 -0.549 -0.518 -0.899 -0.164 0.249 -1.069 -1.201 -1.074 0.190 0.354 0.411 0.435 0.314 0.511 0.255 0.230 0.354 0.448 0.264 0.008 0.319 0.320 0.219 0.368 0.500 0.257 0.300 0.398 0.338 0.382 0.311 0.270 0.258 0.339 -0.082 -0.367 -0.327 0.713 -0.589 -0.397 0.333 0.173 0.240 0.297 -0.298 -0.327 -0.311 0.707 -0.546 -0.314 0.297 0.239 0.281 0.292

---

A structure of composition C17H34FIO16SSi, computed with the ωB97M-V functional and the def2-TZVPD basis.

Positions of all 71 atoms, in Å:
1 C 0.75 4.84 0.46
2 Si -0.51 5.36 -0.84
3 C -1.06 3.88 -1.84
4 C 0.12 6.74 -1.93
5 C -2.05 6.04 0.10
6 I -1.53 7.69 1.35
7 O -2.99 6.52 -0.90
8 S -4.48 6.00 -0.62
9 O -4.70 4.85 -1.42
10 O -5.36 7.10 -0.61
11 O -4.21 5.54 0.88
12 C -2.88 5.01 0.89
13 F -2.50 4.86 2.17
14 H 0.91 3.77 0.39
15 H 0.43 5.08 1.48
16 H 1.70 5.33 0.27
17 H -0.81 4.04 -2.89
18 H -2.13 3.67 -1.81
19 H -0.52 2.99 -1.50
20 H -0.15 6.54 -2.97
21 H 1.21 6.80 -1.86
22 H -0.30 7.71 -1.66
23 H -2.88 4.03 0.40
24 C 2.39 -2.44 0.11
25 O 1.75 -1.16 -0.01
26 C 1.37 -0.63 1.15
27 O 1.52 -1.11 2.24
28 O 0.77 0.54 0.90
29 C 0.29 1.22 2.07
30 H 2.65 -2.74 -0.90
31 H 3.29 -2.36 0.72
32 H 1.72 -3.17 0.56
33 H 1.10 1.45 2.75
34 H -0.46 0.61 2.58
35 H -0.16 2.13 1.70
36 C 6.46 -5.02 0.98
37 O 6.25 -6.10 0.06
38 C 5.16 -5.97 -0.69
39 O 4.37 -5.06 -0.64
40 O 5.07 -7.03 -1.50
41 C 3.93 -7.03 -2.36
42 H 7.38 -5.27 1.51
43 H 6.57 -4.08 0.45
44 H 5.63 -4.95 1.68
45 H 3.95 -6.16 -3.01
46 H 3.01 -7.02 -1.78
47 H 4.01 -7.94 -2.94
48 C -0.80 -0.86 -4.00
49 O -2.01 -0.87 -4.77
50 C -2.63 0.30 -4.83
51 O -2.25 1.33 -4.32
52 O -3.73 0.16 -5.56
53 C -4.51 1.35 -5.71
54 H -0.42 -1.87 -4.04
55 H -0.08 -0.16 -4.43
56 H -1.00 -0.57 -2.97
57 H -3.92 2.13 -6.20
58 H -4.83 1.72 -4.73
59 H -5.36 1.07 -6.31
60 C -2.77 -5.52 6.02
61 O -1.37 -5.28 5.94
62 C -1.04 -4.11 5.40
63 O -1.82 -3.28 5.00
64 O 0.29 -4.01 5.38
65 C 0.78 -2.78 4.82
66 H -2.88 -6.50 6.47
67 H -3.25 -4.77 6.64
68 H -3.22 -5.51 5.03
69 H 0.43 -1.93 5.40
70 H 0.46 -2.67 3.79
71 H 1.86 -2.85 4.87

## Properties
- E_HOMO: -9.87 eV
- Total charge: 0
- LUMO energy: 0.168 eV
- Kohn-Sham gap: 0.369 Eh

Atom-resolved charges from Mulliken, all expressed in e: -0.963 0.716 -1.144 -1.205 -0.215 0.151 -0.195 1.065 -0.513 -0.559 -0.374 0.284 -0.274 0.118 0.333 0.360 0.317 0.345 0.323 0.337 0.366 0.329 0.417 -0.633 -0.280 0.720 -0.566 -0.240 -0.405 0.235 0.278 0.315 0.340 0.355 -0.148 -0.600 -0.318 0.826 -0.528 -0.330 -0.612 0.198 0.287 0.286 0.287 0.290 0.211 -0.582 -0.321 0.815 -0.527 -0.333 -0.600 0.203 0.287 0.279 0.284 0.288 0.207 -0.623 -0.325 0.782 -0.549 -0.329 -0.560 0.210 0.292 0.294 0.292 0.268 0.258

---

A structure of composition C17H34FNO3Sb, computed with the ωB97M-V functional and the def2-TZVPD basis.

Positions of all 57 atoms, in Å:
1 C -6.40 4.59 2.55
2 C -5.22 4.33 2.62
3 C -3.82 4.01 2.70
4 Sb -3.05 3.29 0.68
5 C -1.67 1.91 1.71
6 C -0.47 1.30 0.98
7 C -0.15 -0.17 1.40
8 C 1.31 -0.38 1.82
9 C 2.30 -0.62 0.68
10 C 1.95 -1.73 -0.30
11 C 2.01 -3.14 0.32
12 C 3.22 -3.98 -0.14
13 C 2.88 -5.05 -1.20
14 C 3.89 -5.10 -2.34
15 O 3.34 -5.62 -3.54
16 C 3.58 -6.98 -3.78
17 C -2.47 2.56 -1.39
18 O -3.20 3.28 -2.41
19 N -4.40 2.68 -2.65
20 O -5.15 3.43 -3.18
21 C -1.54 4.97 0.61
22 C -0.09 4.59 0.39
23 F -1.92 5.78 -0.50
24 H -7.43 4.63 2.29
25 H -3.67 3.24 3.45
26 H -3.25 4.89 2.99
27 H -4.19 4.37 -0.09
28 H -4.30 2.03 0.71
29 H -2.30 1.10 2.10
30 H -1.30 2.43 2.61
31 H 0.42 1.87 1.23
32 H -0.54 1.31 -0.11
33 H -0.43 -0.82 0.58
34 H -0.79 -0.45 2.24
35 H 1.35 -1.24 2.50
36 H 1.64 0.49 2.39
37 H 2.52 0.31 0.14
38 H 3.26 -0.90 1.15
39 H 2.64 -1.67 -1.14
40 H 0.96 -1.57 -0.73
41 H 1.11 -3.68 0.02
42 H 1.99 -3.09 1.41
43 H 3.60 -4.51 0.74
44 H 4.05 -3.35 -0.48
45 H 1.89 -4.89 -1.62
46 H 2.87 -6.03 -0.71
47 H 4.22 -4.08 -2.56
48 H 4.79 -5.66 -2.04
49 H 4.48 -7.34 -3.26
50 H 2.74 -7.60 -3.46
51 H 3.73 -7.12 -4.85
52 H -2.78 1.52 -1.45
53 H -1.41 2.66 -1.61
54 H -1.64 5.62 1.48
55 H 0.38 4.38 1.35
56 H 0.44 5.46 -0.02
57 H 0.05 3.76 -0.30

## Properties
- E_HOMO: -4.00 eV
- Total charge: -1
- LUMO energy: 2.282 eV
- Kohn-Sham gap: 0.231 Eh

Atom-resolved charges from Mulliken, all expressed in e: -0.157 -0.247 -1.083 1.076 -1.723 0.420 -0.901 -0.852 -0.802 -0.760 -0.730 -0.935 -0.544 -0.576 -0.403 -0.657 -0.853 -0.108 0.094 -0.386 -0.007 -1.191 -0.389 0.426 0.326 0.338 -0.147 -0.177 0.503 0.439 0.130 -0.002 0.347 0.455 0.392 0.391 0.376 0.340 0.447 0.404 0.394 0.358 0.395 0.538 0.427 0.209 0.375 0.312 0.315 0.248 0.241 0.394 0.266 0.366 0.270 0.451 0.164

---

A structure of composition C17H34N17O7P2SeW, computed with the ωB97M-V functional and the def2-TZVPD basis.

Positions of all 79 atoms, in Å:
1 W -0.47 -0.22 0.30
2 C 1.22 -5.17 0.78
3 C 0.48 -4.06 0.03
4 O -0.04 -4.65 -1.15
5 P -0.97 -3.50 1.04
6 O -0.77 -3.98 2.53
7 O -2.20 -4.30 0.53
8 O -1.32 -2.03 1.00
9 P 1.67 -2.70 -0.38
10 O 2.12 -3.00 -1.87
11 O 2.76 -2.63 0.61
12 O 0.87 -1.40 -0.56
13 H 0.53 -5.97 1.04
14 H 1.70 -4.79 1.67
15 H 1.98 -5.58 0.12
16 H -0.38 -3.95 -1.75
17 H -0.03 -3.56 3.01
18 H -2.00 -5.04 -0.07
19 H 2.29 -3.93 -2.07
20 N -3.88 -0.45 -0.53
21 C -3.46 0.76 -0.07
22 N -4.22 1.81 0.15
23 N -3.36 2.79 0.49
24 N -2.16 2.37 0.48
25 N -2.17 1.05 0.13
26 C -3.02 -1.21 -1.29
27 N -3.41 -2.13 -2.15
28 N -2.26 -2.59 -2.67
29 N -1.24 -2.01 -2.16
30 N -1.69 -1.09 -1.26
31 H -4.87 -0.57 -0.71
32 N 3.27 0.47 0.36
33 C 3.55 1.05 1.68
34 C 2.78 2.33 1.94
35 C 1.29 2.16 2.20
36 N 0.48 1.73 1.00
37 H 3.40 -0.53 0.39
38 H 3.95 0.82 -0.31
39 H 4.62 1.23 1.84
40 H 3.26 0.32 2.43
41 H 2.93 3.05 1.13
42 H 3.18 2.80 2.83
43 H 0.89 3.13 2.48
44 H 1.10 1.50 3.04
45 H 0.99 2.05 0.18
46 H -0.37 2.32 1.02
47 C -1.29 3.74 -3.02
48 N -1.12 2.32 -2.74
49 C -2.32 1.53 -2.98
50 C 0.08 1.82 -2.38
51 N 0.27 0.87 -1.46
52 N 1.15 2.39 -2.99
53 C 1.09 2.74 -4.41
54 C 2.49 2.27 -2.45
55 H -2.18 4.09 -2.49
56 H -1.43 3.93 -4.09
57 H -0.43 4.30 -2.67
58 H -2.70 1.78 -3.97
59 H -3.10 1.77 -2.26
60 H -2.08 0.48 -2.97
61 H 1.21 0.50 -1.55
62 H 0.12 2.48 -4.82
63 H 1.86 2.16 -4.94
64 H 1.28 3.80 -4.56
65 H 2.48 2.33 -1.37
66 H 3.09 3.10 -2.84
67 H 2.97 1.33 -2.75
68 Se 1.95 -2.03 3.15
69 N 1.12 -1.50 4.66
70 C 0.07 -0.74 4.34
71 C -0.91 -0.12 5.14
72 C -1.94 0.59 4.51
73 C -2.02 0.69 3.13
74 N -1.09 0.11 2.34
75 C -0.08 -0.53 2.94
76 N 0.82 -1.01 2.10
77 H -0.87 -0.21 6.22
78 H -2.71 1.06 5.10
79 H -2.84 1.21 2.65

## Properties
- E_HOMO (spin up / spin down): -9.66 / -11.65 eV
- Energy relative to the best compared isomer or geometry (same formula, charge and spin): 31.7 kcal/mol
- Total charge: +1
- Spin multiplicity: 3
- LUMO energy (spin up / spin down): -3.686 / -4.206 eV
- Kohn-Sham gap (spin up / spin down): 0.220 / 0.273 Eh

Atom-resolved charges from Mulliken, all expressed in e: 3.075 -1.545 1.348 -0.688 0.409 -0.605 -0.495 -0.456 1.247 -0.480 -1.078 -1.920 0.360 0.329 0.414 0.461 0.306 0.433 0.390 0.053 -0.321 -0.411 -0.920 -0.389 0.579 -0.010 -0.610 -0.731 -0.659 1.153 0.364 -0.282 -0.430 -1.034 -0.314 -0.397 0.109 0.314 0.531 -0.045 0.319 0.490 0.385 0.263 -0.140 0.760 -1.219 0.529 -1.293 0.097 0.118 0.072 -1.274 -0.853 0.383 0.401 0.371 0.486 0.324 0.390 0.109 0.419 0.418 0.356 0.044 0.426 0.313 0.209 -0.889 0.546 -0.935 -1.200 -0.447 0.612 0.763 0.155 0.535 0.460 0.444

---

A cluster of 6 separate species, C17H34N2O16S in total in a non-equilibrium geometry, computed with the ωB97M-V functional and the def2-TZVPD basis.

Positions of all 70 atoms, in Å:
1 C -0.02 5.30 0.55
2 N -0.60 5.14 -0.75
3 C -1.35 6.41 -1.10
4 C 0.44 4.86 -1.86
5 C -1.70 4.00 -0.81
6 C -1.10 2.63 -0.22
7 O -1.88 1.52 -0.79
8 H 0.62 6.23 0.75
9 H 0.59 4.52 0.91
10 H -0.84 5.51 1.46
11 H -1.58 6.34 -2.20
12 H -0.61 7.20 -0.91
13 H -2.39 6.73 -0.64
14 H 1.18 5.51 -1.98
15 H -0.08 4.54 -2.64
16 H 0.90 3.89 -1.76
17 H -1.93 3.79 -1.72
18 H -2.43 4.50 -0.36
19 H -1.18 2.61 0.98
20 H -0.08 2.55 -0.50
21 H -1.68 0.70 -0.22
22 N -0.53 -1.27 0.91
23 O -1.00 -1.22 -0.26
24 O -0.63 -2.35 1.59
25 O -0.22 -0.21 1.59
26 O -0.28 -4.58 -1.48
27 S -0.88 -5.53 -0.67
28 O -1.62 -6.64 -1.25
29 O 0.21 -6.12 0.41
30 C 1.16 -5.18 0.86
31 C 1.72 -5.52 2.13
32 C -2.19 -4.75 0.22
33 H 0.92 -4.12 0.77
34 H 1.87 -5.31 0.27
35 H 0.97 -5.30 2.85
36 H 2.49 -4.66 2.46
37 H 2.30 -6.41 1.91
38 H -1.90 -4.44 1.00
39 H -3.12 -5.63 0.42
40 H -2.55 -4.03 -0.55
41 C -3.90 -0.54 1.63
42 C -3.41 0.14 2.94
43 O -4.51 0.88 3.44
44 C -5.55 0.80 2.53
45 O -6.67 1.23 2.85
46 O -5.25 -0.03 1.40
47 H -3.87 -1.55 1.73
48 H -3.23 -0.21 0.85
49 H -2.61 0.75 2.64
50 H -3.00 -0.66 3.56
51 C 2.47 -3.23 -2.70
52 C 1.69 -1.98 -2.24
53 O 2.43 -0.77 -2.55
54 C 3.50 -1.19 -3.32
55 O 4.30 -0.34 -3.83
56 O 3.49 -2.50 -3.52
57 H 2.08 -3.94 -3.40
58 H 3.22 -3.72 -2.09
59 H 1.35 -1.85 -1.30
60 H 0.74 -1.89 -2.73
61 C 2.64 1.28 0.15
62 C 3.30 0.12 0.88
63 O 4.72 0.44 1.05
64 C 4.92 1.56 0.35
65 O 6.15 2.00 0.18
66 O 3.82 2.09 -0.15
67 H 1.88 1.73 0.90
68 H 2.05 1.18 -0.92
69 H 3.51 -0.89 0.48
70 H 2.82 -0.10 1.82

## Properties
- E_HOMO: -9.30 eV
- Energy relative to the best compared isomer or geometry (same formula, charge and spin): 84.9 kcal/mol
- Total charge: 0
- LUMO energy: -0.892 eV
- Kohn-Sham gap: 0.309 Eh

Atom-resolved charges from Mulliken, all expressed in e: -0.768 0.175 -0.888 -1.077 -1.478 1.475 -0.608 0.324 0.294 0.337 0.384 0.390 0.315 0.581 0.506 0.246 0.622 0.510 0.250 -0.833 0.061 0.933 -0.651 -0.583 -0.601 -0.508 1.204 -0.695 -0.409 -0.042 -1.415 -0.970 0.176 0.601 0.413 0.253 0.345 0.480 0.279 0.296 0.149 -0.087 -0.349 0.527 -0.544 -0.366 0.309 0.051 0.123 0.302 -0.134 0.188 -0.319 0.581 -0.632 -0.379 0.268 0.241 -0.138 0.299 0.644 -0.231 -0.365 0.538 -0.643 -0.367 -0.023 0.012 0.128 0.292